[1]
{"formula": "C6H5F3N3S", "method": "ωB97M-V/def2-TZVPD", "elements": ["S", "F", "F", "F", "N", "N", "N", "C", "C", "C", "C", "C", "C", "H", "H", "H", "H", "H"], "positions_angstrom": [[0.096658, -0.067758, 2.468055], [3.375562, 2.544820, -1.137668], [1.788230, 3.874714, -1.556950], [3.624166, 4.805959, -1.089551], [0.151041, 1.746026, 0.487179], [-1.188427, -1.574553, -0.064197], [-0.667940, 0.453401, -1.249712], [2.561825, 3.629143, 0.680351], [2.866002, 3.761211, -0.746001], [-0.837380, -0.332284, -0.150538], [0.011408, 1.601312, -0.862121], [2.038474, 3.368289, 1.712415], [-0.279414, 0.546693, 0.984446], [-1.089118, 0.261848, -2.165099], [1.476002, 3.303659, 2.679770], [-1.497692, -1.978610, 0.834304], [-1.533414, -2.178807, -0.873491], [0.323853, 2.431039, -1.530953]], "forces_ev_per_angstrom": [[-0.78, 0.52, -1.41], [0.67, 0.99, 0.04], [-0.80, 0.32, 0.39], [0.29, -0.98, 0.51], [-0.64, -0.97, -4.47], [-1.94, -1.77, -1.08], [-0.38, -1.46, 0.07], [0.14, 0.66, -1.35], [0.30, -0.81, -0.52], [0.85, 1.51, 0.01], [-0.09, 2.27, 3.46], [-1.27, 0.32, 2.62], [0.62, -1.74, 1.76], [0.62, 0.21, 0.39], [1.15, -0.10, -1.55], [0.76, 0.60, -0.26], [0.86, 1.47, 1.18], [-0.35, -1.06, 0.22]], "lumo_energy_ev": -6.7, "charge": 1, "de_lowest_kj_mol": 333.2, "e_homo_ev": -13.70, "max_force_ev_per_a": 4.6, "homo_lumo_gap_ev": 7.0413, "multiplicity": 1}


[2]
{"formula": "C6H5F3NO3S", "method": "ωB97M-V/def2-TZVPD", "elements": ["S", "F", "F", "F", "O", "O", "O", "N", "C", "C", "C", "C", "C", "C", "H", "H", "H", "H", "H"], "positions_angstrom": [[1.671936, 2.764169, -0.742130], [3.741987, 0.777730, -1.307914], [4.214221, 2.765081, -2.015718], [5.219889, 1.911345, -0.320626], [3.155201, 2.597629, -0.117345], [1.638963, 2.932668, -2.157555], [0.876674, 3.549243, 0.133779], [1.045664, 1.127966, -0.484723], [-0.513450, -0.360610, -1.322063], [0.799939, 0.757335, 0.754995], [0.393091, 0.617486, -1.560209], [0.226668, -0.491521, 0.999751], [4.062915, 2.014957, -0.942794], [-0.446380, -1.058908, -0.099617], [0.545884, 1.290241, -2.372081], [-0.069769, -0.775077, 1.982234], [-0.987135, -0.909466, -2.158745], [-0.980730, -1.927412, 0.263655], [1.400141, 1.271274, 1.488391]], "forces_ev_per_angstrom": [[-1.39, 0.84, -0.21], [-0.88, -0.06, -0.07], [0.21, -0.06, -0.24], [-0.32, 0.48, 0.49], [-2.21, 0.32, 0.50], [0.65, -0.11, 1.31], [1.30, -0.45, -0.23], [-0.51, 1.09, -1.09], [0.35, -3.52, -1.05], [1.89, -2.13, 1.64], [-0.21, 1.15, 1.21], [-1.29, 2.03, -1.75], [2.88, -0.62, -1.38], [0.15, 1.09, 1.80], [-0.25, -0.64, -1.28], [0.61, -0.48, 0.68], [-0.08, 0.98, 0.47], [-0.43, -0.30, -1.28], [-0.47, 0.39, 0.47]], "lumo_energy_ev": -5.4, "charge": 1, "de_lowest_kj_mol": 22.9, "smiles": "O=S(=O)(OC(F)(F)F)[n+]1ccccc1", "e_homo_ev": -15.72, "max_force_ev_per_a": 3.7, "homo_lumo_gap_ev": 10.2762, "multiplicity": 1}